23
Properties=species:S:1:pos:R:3:nbo_charge:R:1 method="wB97M-V/def2-TZVPD" de_lowest_kj_mol=188.0 e_tot_ev=-24325.019 spin_multiplicity=1 total_charge=0 lumo_energy_ha=0.029
C 0.892 1.634 -0.791 0.225
C 1.484 1.697 0.708 -0.412
C 0.348 0.951 1.495 -0.493
C -0.336 0.235 0.484 0.342
C -2.140 -1.501 -0.426 -0.601
C -1.458 -0.755 0.743 -0.438
N -0.150 0.577 -0.726 -0.483
N 2.737 0.147 -3.774 -1.063
O 1.850 1.181 -1.742 -0.724
O 1.639 -1.289 -2.185 -0.968
S 1.338 -0.015 -2.749 1.678
H 0.451 2.577 -1.098 0.171
H 2.360 1.076 0.683 0.230
H 1.646 2.866 1.011 0.218
H 0.641 0.409 2.321 0.231
H -0.332 1.767 1.710 0.231
H -2.888 -2.122 0.070 0.207
H -1.405 -2.148 -0.895 0.220
H -2.576 -0.869 -1.229 0.221
H -1.240 -1.525 1.570 0.216
H -2.170 -0.034 1.028 0.218
H 2.497 0.790 -4.546 0.373
H 3.193 -0.726 -4.027 0.402


64
Properties=species:S:1:pos:R:3:nbo_charge:R:1 method="wB97M-V/def2-TZVPD" e_tot_ev=-130072.308 spin_multiplicity=1 total_charge=-1 lumo_energy_ha=0.056
Ca 0.101 0.501 0.918 1.757
C -1.079 5.677 -1.115 -0.251
C 0.050 4.919 -1.389 -0.226
C 0.001 3.533 -1.332 -0.198
C -1.187 2.876 -1.012 0.127
C -2.312 3.649 -0.704 -0.254
C -2.258 5.030 -0.760 -0.198
N -1.187 1.474 -0.898 -0.673
C -2.053 0.741 -1.570 0.238
C -2.925 1.257 -2.602 -0.285
C -3.779 0.452 -3.284 -0.161
C -3.875 -0.946 -3.023 -0.300
C -3.066 -1.488 -2.078 -0.170
C -2.150 -0.687 -1.344 0.036
N -1.310 -1.203 -0.416 -0.216
N -1.333 -2.450 -0.174 -0.308
C -0.389 -2.834 0.790 0.332
C -0.398 -4.176 1.173 -0.250
C 0.526 -4.614 2.097 -0.159
C 1.446 -3.709 2.622 -0.289
C 1.377 -2.395 2.193 0.065
N 0.483 -1.963 1.305 -0.542
H -1.035 6.758 -1.141 0.210
H 0.983 5.408 -1.640 0.207
H 0.890 2.939 -1.514 0.220
H -3.221 3.146 -0.394 0.222
H -3.135 5.609 -0.499 0.208
H -2.874 2.309 -2.845 0.222
H -4.399 0.892 -4.058 0.201
H -4.573 -1.559 -3.577 0.202
H -3.092 -2.544 -1.850 0.224
H -1.135 -4.832 0.731 0.226
H 0.536 -5.650 2.412 0.210
H 2.191 -4.009 3.345 0.217
H 2.068 -1.648 2.570 0.210
C 5.370 3.242 1.233 -0.585
C 3.902 3.667 1.367 -0.137
C 3.678 4.293 2.751 -0.586
C 3.574 4.706 0.285 -0.588
C 3.024 2.494 1.206 -0.222
C 2.295 1.520 1.072 -0.618
H 6.030 4.107 1.351 0.188
H 5.550 2.795 0.254 0.209
H 5.624 2.503 1.995 0.209
H 4.317 5.172 2.881 0.189
H 3.910 3.571 3.535 0.210
H 2.637 4.596 2.871 0.212
H 4.209 5.590 0.397 0.190
H 2.530 5.013 0.354 0.213
H 3.733 4.283 -0.709 0.209
Br -1.166 7.815 2.154 0.009
C -1.454 5.957 2.457 -0.079
C -2.697 5.531 2.896 -0.270
C -2.904 4.174 3.093 -0.166
C -1.892 3.254 2.847 -0.143
C -0.653 3.713 2.413 -0.193
C -0.424 5.068 2.217 -0.195
C -2.175 1.766 3.038 0.778
O -3.200 1.445 3.629 -0.680
O -1.301 0.980 2.538 -0.910
H -3.486 6.249 3.076 0.216
H -3.858 3.799 3.441 0.238
H 0.158 3.014 2.238 0.233
H 0.537 5.420 1.866 0.215


87
Properties=species:S:1:pos:R:3:mulliken_charge:R:1 method="wB97M-V/def2-TZVPD" de_lowest_kj_mol=109.9 e_tot_ev=-201154.991 spin_multiplicity=1 total_charge=-2 lumo_energy_ha=0.151
Pd 0.181 0.535 -1.798 -0.730
Cl 0.943 1.887 -4.053 -0.137
C 2.415 2.642 -3.510 0.509
C 2.980 3.583 -4.364 -0.673
C 4.123 4.265 -3.987 -0.391
C 4.690 4.005 -2.746 -0.856
C 4.115 3.064 -1.909 -0.211
C 2.970 2.341 -2.265 -0.540
P 2.150 1.104 -1.134 2.006
C 3.369 -0.278 -1.170 0.208
C 2.868 -1.489 -0.691 -0.453
C 3.701 -2.596 -0.583 -0.718
C 5.026 -2.519 -0.987 -0.608
C 5.519 -1.328 -1.506 -0.651
C 4.696 -0.212 -1.591 -0.074
C 2.631 1.909 0.458 0.386
C 3.690 1.529 1.277 0.351
C 3.924 2.183 2.483 -0.717
C 3.101 3.221 2.892 -0.647
C 2.033 3.602 2.085 -0.307
C 1.798 2.945 0.889 -0.905
H 2.504 3.779 -5.316 0.422
H 4.557 5.002 -4.651 0.349
H 5.577 4.540 -2.428 0.385
H 4.560 2.881 -0.938 0.386
H 1.806 -1.564 -0.458 0.364
H 3.298 -3.522 -0.193 0.429
H 5.671 -3.388 -0.914 0.341
H 6.547 -1.267 -1.847 0.393
H 5.094 0.712 -1.993 0.289
H 4.329 0.705 0.984 0.238
H 4.747 1.865 3.112 0.408
H 3.276 3.717 3.840 0.344
H 1.367 4.395 2.404 0.343
H 0.937 3.206 0.281 0.247
Br -2.199 2.261 -1.399 -0.222
C -3.452 0.819 -1.713 0.556
C -4.779 1.193 -1.561 -0.692
C -5.760 0.251 -1.895 -0.630
C -5.407 -0.947 -2.463 -0.836
C -4.044 -1.294 -2.700 0.959
C -3.670 -2.401 -3.469 -1.226
C -2.305 -2.554 -3.830 -0.490
C -1.317 -1.838 -3.228 -1.509
C -1.639 -1.017 -2.037 1.412
C -3.020 -0.431 -2.141 0.482
H -5.030 2.181 -1.203 0.367
H -6.807 0.493 -1.743 0.316
H -6.173 -1.645 -2.788 0.295
H -4.441 -3.022 -3.914 0.283
H -2.038 -3.283 -4.593 0.329
H -0.271 -2.014 -3.449 0.274
C -0.859 -1.180 -0.907 -0.887
Ge -1.360 -0.917 0.892 1.986
C 0.226 -1.430 1.974 -0.493
C 0.553 -2.790 1.934 0.141
C 1.690 -3.290 2.554 -0.761
C 2.546 -2.429 3.232 -0.505
C 2.248 -1.077 3.279 -0.651
C 1.102 -0.587 2.656 0.166
C -2.160 0.742 1.675 -0.263
C -3.554 0.836 1.665 -0.136
C -4.207 1.994 2.069 -0.649
C -3.476 3.093 2.502 -0.610
C -2.090 3.021 2.518 -0.721
C -1.446 1.861 2.105 0.906
C -2.672 -2.303 1.459 -0.606
C -3.591 -2.814 0.543 -0.389
C -4.560 -3.732 0.936 -0.465
C -4.620 -4.162 2.255 -0.445
C -3.704 -3.671 3.178 -0.667
C -2.743 -2.750 2.779 -0.229
H -0.094 -3.469 1.389 0.318
H 1.913 -4.350 2.499 0.400
H 3.443 -2.809 3.707 0.349
H 2.912 -0.390 3.790 0.398
H 0.907 0.477 2.711 -0.090
H -4.148 0.002 1.308 0.155
H -5.289 2.040 2.028 0.375
H -3.981 4.001 2.811 0.339
H -1.503 3.877 2.836 0.316
H -0.365 1.857 2.084 -0.326
H -3.543 -2.497 -0.494 0.152
H -5.265 -4.108 0.203 0.440
H -5.375 -4.877 2.563 0.333
H -3.739 -4.005 4.210 0.355
H -2.033 -2.374 3.509 0.316


155
Properties=species:S:1:pos:R:3:mulliken_charge:R:1 method="wB97M-V/def2-TZVPD" de_lowest_kj_mol=50.0 e_tot_ev=-84179.701 spin_multiplicity=1 total_charge=0 lumo_energy_ha=0.001
C -5.832 5.616 0.121 -1.948
C -4.973 4.994 -0.977 1.616
C -4.434 6.227 -1.719 -1.336
C -3.244 5.910 -2.638 -0.839
C -2.166 5.154 -1.815 -1.235
C -2.662 3.915 -1.078 2.177
N -3.870 4.271 -0.349 0.176
O -4.321 3.254 0.509 -0.450
C -2.757 2.767 -2.090 -0.729
C -1.600 3.557 -0.021 -1.897
C -5.808 4.146 -1.945 -1.666
H -5.319 5.976 1.004 0.415
H -6.514 4.830 0.510 0.425
H -6.662 6.218 -0.260 0.422
H -5.204 6.644 -2.371 0.465
H -4.108 7.011 -1.036 0.453
H -2.739 6.812 -2.984 0.440
H -3.517 5.306 -3.506 0.320
H -1.752 5.917 -1.149 0.466
H -1.385 4.909 -2.537 0.283
H -2.648 1.735 -1.748 -0.061
H -3.700 2.795 -2.654 0.179
H -2.133 2.876 -2.986 0.018
H -1.620 2.497 0.236 -0.366
H -0.635 3.724 -0.515 0.474
H -1.629 4.094 0.921 0.595
H -5.369 4.081 -2.941 0.387
H -6.790 4.615 -2.032 0.462
H -5.933 3.113 -1.618 0.243
H -4.440 2.468 -0.049 0.339
C 0.652 2.617 -4.955 -2.305
C 0.867 1.106 -5.030 2.269
C 0.872 0.738 -6.503 -1.553
C 1.342 -0.684 -6.762 -0.308
C 2.809 -0.755 -6.247 -1.410
C 2.932 -0.418 -4.754 2.363
N 2.139 0.772 -4.417 -0.367
O 2.159 1.041 -3.028 0.138
C 2.524 -1.678 -3.961 -1.403
C 4.377 -0.084 -4.396 -1.781
C -0.331 0.454 -4.324 -0.634
H 1.451 3.181 -5.446 0.483
H 0.436 3.017 -3.962 0.371
H -0.218 2.934 -5.546 0.416
H -0.150 0.849 -6.876 0.497
H 1.478 1.434 -7.092 0.299
H 1.155 -0.986 -7.790 0.414
H 0.757 -1.394 -6.161 0.100
H 3.238 0.076 -6.816 0.330
H 3.164 -1.766 -6.417 0.566
H 2.890 -1.706 -2.933 0.078
H 1.438 -1.760 -3.883 -0.184
H 2.835 -2.614 -4.428 0.446
H 4.923 -0.968 -4.029 0.402
H 5.000 0.281 -5.213 0.310
H 4.473 0.531 -3.502 0.251
H -1.294 0.637 -4.821 0.615
H -0.581 0.944 -3.379 -0.584
H -0.256 -0.624 -4.229 -0.061
H 2.663 1.861 -3.027 0.254
C 0.498 -4.637 5.822 -1.915
C -0.537 -5.067 4.750 1.804
C -1.905 -5.353 5.364 -1.150
C -2.640 -4.038 5.728 -0.786
C -2.832 -3.182 4.486 -1.274
C -1.518 -2.874 3.782 1.742
N -0.724 -4.105 3.680 0.123
O 0.431 -3.942 2.887 -0.116
C -1.844 -2.399 2.372 -2.224
C -0.690 -1.754 4.465 -1.078
C -0.031 -6.381 4.134 -1.847
H 0.054 -3.982 6.569 0.360
H 1.389 -4.353 5.262 0.341
H 0.782 -5.492 6.446 0.493
H -2.451 -5.858 4.561 0.449
H -1.940 -5.937 6.283 0.416
H -1.956 -3.429 6.324 0.291
H -3.534 -4.361 6.256 0.425
H -3.398 -2.287 4.778 0.457
H -3.560 -3.566 3.760 0.422
H -2.549 -1.574 2.312 0.637
H -0.931 -2.180 1.818 -0.219
H -2.299 -3.205 1.787 0.647
H 0.023 -1.246 3.817 -0.283
H -1.431 -1.041 4.840 0.572
H -0.117 -2.029 5.355 0.266
H -0.358 -6.545 3.105 0.367
H -0.441 -7.239 4.674 0.448
H 1.057 -6.456 4.128 0.328
H 0.913 -3.263 3.393 0.210
C -1.133 -3.368 -3.271 -1.539
C -0.648 -3.193 -1.829 1.493
C -0.692 -1.708 -1.494 1.840
O -1.959 -1.090 -1.646 -0.325
C -2.853 -1.139 -0.541 -0.197
N -1.597 -3.968 -1.028 -0.608
H -2.129 -2.931 -3.343 0.310
H -1.254 -4.422 -3.537 0.480
H -0.450 -2.935 -4.002 0.196
H 0.380 -3.560 -1.735 -0.223
H -0.043 -1.113 -2.138 -0.711
H -0.315 -1.488 -0.485 -1.348
H -3.785 -0.673 -0.868 0.338
H -2.433 -0.532 0.268 -0.400
H -3.065 -2.166 -0.253 0.475
H -1.239 -4.121 -0.085 -0.012
H -1.766 -4.912 -1.349 0.312
C 5.341 0.524 -0.021 0.601
O 4.784 -0.127 0.849 -0.668
N 5.686 1.835 0.129 -0.464
N 5.674 0.028 -1.252 -0.302
H 5.437 2.236 1.020 0.271
H 6.171 2.269 -0.633 0.143
H 5.379 -0.847 -1.633 0.039
H 6.265 0.602 -1.828 0.181
C 3.961 -2.343 3.946 0.596
O 3.172 -1.521 3.507 -0.646
N 4.217 -2.501 5.288 -0.453
N 4.651 -3.228 3.153 -0.373
H 4.915 -3.176 5.541 0.126
H 3.955 -1.818 5.973 0.236
H 5.362 -3.769 3.601 0.185
H 4.406 -3.172 2.179 0.157
C 0.683 0.472 1.105 -0.345
O -0.398 0.440 1.711 0.356
N 1.875 0.210 1.680 0.435
N 0.767 0.894 -0.187 0.920
H 1.861 -0.136 2.624 0.102
H 2.690 0.203 1.089 -0.398
H 1.667 1.082 -0.590 -0.147
H -0.063 1.048 -0.729 -0.513
C 2.535 4.043 2.122 0.531
O 3.390 3.187 1.945 -0.562
N 2.807 5.401 2.091 -0.593
N 1.196 3.764 2.004 -0.052
H 2.162 5.905 1.504 0.198
H 3.773 5.629 1.932 0.261
H 0.989 2.827 1.712 0.139
H 0.574 4.549 2.046 0.223
C 2.952 -3.408 -0.225 0.285
O 2.650 -4.258 -1.041 -0.738
N 2.179 -3.006 0.820 0.875
N 4.159 -2.742 -0.223 -0.169
H 2.354 -2.244 1.459 -0.163
H 1.246 -3.383 0.858 -0.238
H 4.835 -2.799 -0.960 0.327
H 4.241 -1.881 0.315 0.112
C -1.890 2.583 4.050 0.312
O -2.427 3.268 4.911 -0.746
N -0.766 1.830 4.267 -0.183
N -2.345 2.364 2.776 0.057
H -0.396 1.442 3.407 0.089
H -0.224 1.859 5.107 0.178
H -1.790 1.664 2.304 -0.078
H -3.123 2.828 2.343 0.071


24
Properties=species:S:1:pos:R:3:nbo_charge:R:1 method="wB97M-V/def2-TZVPD" de_lowest_kj_mol=152.8 e_tot_ev=-11945.166 spin_multiplicity=1 total_charge=0 lumo_energy_ha=0.030
C -2.720 -0.692 -0.203 -0.430
C 0.772 -1.993 -0.192 -0.718
N -1.937 0.483 -0.538 -0.480
C 0.669 -0.698 0.587 0.691
N -1.812 1.437 0.506 -0.677
O 0.122 -0.641 1.677 -0.649
H -1.377 1.014 1.331 0.342
H -2.738 1.739 0.801 0.342
H -2.308 -1.235 0.661 0.177
H -3.733 -0.380 0.056 0.188
H -2.762 -1.359 -1.062 0.196
H 0.503 -1.853 -1.236 0.221
H 1.788 -2.381 -0.143 0.233
H 0.098 -2.717 0.260 0.245
C 2.130 0.328 -1.157 -0.408
C 1.470 1.590 0.847 -0.419
N 1.366 0.376 0.066 -0.453
H -0.999 0.308 -0.960 0.348
H 0.927 2.397 0.349 0.210
H 2.694 -0.600 -1.248 0.203
H 2.840 1.153 -1.183 0.215
H 1.472 0.428 -2.027 0.194
H 1.023 1.421 1.824 0.241
H 2.514 1.874 0.983 0.188


51
Properties=species:S:1:pos:R:3:nbo_charge:R:1 method="wB97M-V/def2-TZVPD" de_lowest_kj_mol=260.7 e_tot_ev=-35359.310 spin_multiplicity=1 total_charge=0 lumo_energy_ha=-0.019
O -0.204 3.911 0.687 -0.917
H -0.953 3.361 0.937 0.446
H 0.312 3.875 1.503 0.471
O -2.568 -0.497 1.271 -0.961
H -3.485 -0.676 1.520 0.483
H -2.447 0.390 1.654 0.495
O 0.641 1.028 -2.231 -0.977
H 0.023 0.557 -2.810 0.479
H 1.033 0.256 -1.771 0.504
O 0.224 -4.777 1.882 -0.973
H -0.543 -4.221 2.139 0.486
H 0.024 -5.604 2.334 0.467
O -1.939 -3.012 2.336 -0.985
H -2.001 -2.195 1.816 0.505
H -1.872 -2.827 3.274 0.484
O -3.275 3.774 2.537 -1.003
H -3.620 3.350 1.756 0.495
H -2.427 3.646 2.958 0.508
O -1.860 -0.270 -4.889 -0.964
H -2.809 -0.328 -4.801 0.482
H -1.441 0.586 -4.831 0.483
O 3.168 1.785 -2.195 -1.013
H 3.400 2.712 -2.164 0.482
H 2.212 1.647 -2.243 0.505
O 1.952 1.710 1.699 -0.957
H 1.839 0.913 1.159 0.495
H 2.701 1.426 2.240 0.479
O 3.960 -1.424 -3.871 -0.944
H 4.624 -0.725 -3.836 0.473
H 3.181 -1.069 -3.426 0.477
O -0.519 2.043 2.965 -1.003
H -0.161 1.705 3.791 0.476
H 0.244 1.949 2.353 0.503
O 4.024 -0.895 -0.930 -0.973
H 4.112 -0.072 -1.432 0.497
H 4.313 -1.508 -1.625 0.491
O -3.296 2.391 -0.584 -0.912
H -2.533 2.697 -0.077 0.456
H -3.501 1.558 -0.145 0.456
O -4.320 0.583 -2.404 -0.929
H -3.922 0.765 -3.259 0.460
H -3.561 0.384 -1.841 0.468
O 2.843 -2.043 3.206 -0.930
H 2.084 -2.480 3.611 0.472
H 2.479 -1.360 2.638 0.458
O -0.084 -3.052 -0.382 -0.949
H -0.525 -2.686 0.389 0.456
H -0.152 -4.007 -0.312 0.501
O 1.392 -0.817 -0.401 -1.012
H 2.346 -1.004 -0.310 0.512
H 0.887 -1.452 0.117 0.494